Computed, not measured: C13H38AgNO6 as an isolated structure at a distorted geometry, with wB97M-V/def2-TZVPD.

Each line ends with the Löwdin charge.
Atoms and positions in Å:
1 C 2.49006 -1.33251 -4.40612  -0.027
2 H 5.26892 0.44056 1.25371  0.077
3 C 0.50786 -1.81976 -2.92993  -0.195
4 H 0.88996 -0.11744 -0.16377  0.076
5 Ag -0.84783 1.55340 -3.06117  0.839
6 H 6.06382 1.01171 -0.21773  0.086
7 H 3.17326 -1.46819 -3.56771  0.081
8 H -0.12058 3.29186 4.19937  0.082
9 C 0.45008 -4.17396 -2.71237  -0.128
10 H 0.42174 -0.80489 -4.78434  0.142
11 H -2.17240 1.95112 4.58036  0.078
12 C -4.00364 2.75407 0.35664  -0.272
13 H -1.86726 -2.36602 2.15481  0.058
14 O 3.92050 0.68678 -1.76930  -0.118
15 H 0.00427 -1.47535 2.91875  0.095
16 O -0.73194 3.90706 3.78782  -0.065
17 C 1.09940 -0.81917 -3.93072  -0.423
18 H -4.29675 2.99806 1.37775  0.098
19 H -2.65501 1.32823 2.92576  0.035
20 H 1.86126 1.04072 -4.03215  0.094
21 H -0.18261 0.76858 1.00560  0.083
22 C -3.94535 1.23128 0.31751  -0.096
23 H -1.15200 -3.85912 2.76424  0.077
24 H -0.80767 2.68485 2.08729  0.086
25 H -0.01208 -2.47731 4.50791  0.127
26 C 3.80311 0.59290 -0.35241  -0.296
27 H -4.03919 0.86879 -0.70616  0.077
28 H -4.79358 0.73126 0.78504  0.085
29 C -0.13221 0.11992 0.13107  -0.119
30 H 1.50879 -4.37151 -2.54439  0.086
31 H -4.89251 3.08401 -0.18108  0.117
32 H -3.43059 2.63567 3.82974  0.078
33 H -2.04649 2.60521 0.02043  0.015
34 C -1.47150 -2.85545 3.04472  -0.103
35 N 1.31928 0.47075 -3.39851  0.017
36 H 3.06986 -0.20297 -0.22190  0.095
37 O -2.74389 3.23116 -0.18796  -0.088
38 H -3.08678 0.89910 0.90114  0.044
39 H -0.56419 -0.85614 0.35199  0.081
40 C -1.46972 3.14965 2.81787  -0.274
41 H -2.31830 -3.10815 3.68281  0.084
42 H 4.08690 1.60650 -1.98848  0.094
43 H 5.48157 -0.59471 -0.11669  0.078
44 H -2.16441 3.81291 2.30253  0.097
45 H -0.47346 -1.69739 -2.47153  0.121
46 O -1.35382 -0.96529 4.34614  -0.056
47 H 0.19080 -4.14451 -1.65407  0.085
48 O 0.35266 -3.08636 -3.58489  -0.165
49 H -1.74326 -0.44529 3.63936  0.049
50 O -0.78237 0.91261 -0.84847  -0.154
51 C 5.22703 0.42715 0.16460  -0.068
52 C -2.47071 2.19482 3.56070  -0.068
53 H 1.97085 0.35192 -2.63598  0.052
54 H 2.48966 -2.25524 -4.98635  0.090
55 H 0.13891 -5.17070 -3.02506  0.096
56 H 3.02886 -0.56677 -4.96419  0.082
57 H 3.34126 1.53489 -0.05669  0.111
58 H 1.16261 -1.93544 -2.06620  0.115
59 C -0.55128 -1.90801 3.75077  -0.349

Output
Orbital gap (alpha / beta) = 7.86 / 6.11 eV
Largest force on an atom = 3.124 eV/A
Charge = +1
E_HOMO (alpha / beta) = -12.513 / -12.512 eV
2S+1 = 2